DFT (ωB97M-V with the def2-TZVPD basis set) results for C45H105F7MnN8O16S2 as an isolated structure.

E_tot = -6065.064254 a.u.
E_LUMO (spin up / spin down) = -2.1663 / -6.2740 eV
E_HOMO (spin up / spin down) = -9.1 / -9.1 eV

```
! wB97M-V def2-TZVPD RIJCOSX def2/J DEFGRID3
* xyz 1 7
Mn 2.5386 -1.1662 -2.8201
F 4.4898 -0.4257 -2.6070
C -1.8180 -0.6494 -2.6227
F -1.3957 -0.6223 -3.9200
F -1.6430 0.5794 -2.1292
F -3.0744 -1.1048 -2.4848
S -0.6118 -1.8647 -1.6865
O -1.3996 -2.1940 -0.4878
O -0.4555 -3.0143 -2.5475
N 1.0171 -1.0903 -1.5136
S 0.8331 -0.5153 -0.0651
O -0.1974 0.5238 0.1611
O 0.9384 -1.5832 0.9186
C 2.5747 0.4419 0.0821
F 2.5795 0.9689 1.3362
F 3.5443 -0.4437 0.1003
F 2.7386 1.3567 -0.8938
C -8.9663 0.2538 -3.7715
C -8.2494 1.6375 -3.5457
C -9.1469 2.3416 -2.4816
C -8.5067 3.5901 -1.7233
C -7.2376 3.0782 -1.1144
C -6.1764 2.4389 -2.0640
N -6.9242 1.3830 -2.8652
O -6.0965 0.6458 -3.5605
C -5.3701 3.4748 -2.9644
C -5.1277 1.6895 -1.1996
C -8.2224 2.4702 -4.8354
H -8.8229 -0.0384 -4.8118
H -10.0424 0.4163 -3.8309
H -8.7003 -0.4781 -3.0089
H -10.1321 2.7079 -2.7705
H -9.4238 1.6364 -1.6979
H -9.1959 3.9651 -0.9666
H -8.2738 4.3638 -2.4549
H -7.4148 2.3345 -0.3374
H -6.7032 3.8680 -0.5863
H -4.6556 4.1288 -2.4646
H -4.6014 2.9477 -3.5295
H -6.0344 4.0113 -3.6420
H -5.5747 0.7915 -0.7730
H -4.2306 1.3541 -1.7202
H -4.8147 2.1738 -0.2746
H -7.8885 3.4876 -4.6319
H -9.1067 2.4640 -5.4726
H -7.5107 2.0097 -5.5205
H -6.4612 -0.2422 -3.5639
C -0.6617 -6.8060 1.0869
O -0.1870 -6.0756 2.2398
C -0.3874 -4.6560 2.0601
C 0.3515 -3.8334 3.1604
N 1.8473 -3.7825 3.0130
C 2.4238 -5.0647 2.8063
C 4.0291 -5.0507 2.9774
O 4.8015 -4.3932 1.9212
C 4.7622 -2.9973 1.8226
H -0.5837 -7.8596 1.3550
H 0.0038 -6.8399 0.2243
H -1.6719 -6.4381 0.9076
H -1.4344 -4.3748 1.9462
H 0.0656 -4.2738 1.1454
H -0.0436 -4.1005 4.1405
H -0.0807 -2.8374 3.0647
H 2.1093 -3.3487 2.1394
H 2.2010 -5.6367 1.9056
H 2.0767 -5.7245 3.6015
H 4.4274 -6.0646 3.0145
H 4.2818 -4.7856 4.0041
H 3.7727 -2.5793 1.6379
H 5.3321 -2.7162 0.9369
H 5.1801 -2.4219 2.6486
C 0.1616 3.9555 5.7224
O -1.2229 3.7763 5.4187
C -1.8812 2.5891 5.7827
C -1.4170 1.4040 4.8704
N -0.3462 0.6616 5.5352
C 0.5070 -0.2058 4.7341
C 1.7420 0.7123 4.2668
O 2.1229 1.6239 5.2715
C 3.2604 2.4254 5.0477
H 0.5836 3.1604 6.3371
H 0.0947 4.8839 6.2897
H 0.9512 4.2222 5.0199
H -2.9066 2.8127 5.4882
H -1.9557 2.3714 6.8481
H -1.0767 1.7133 3.8821
H -2.2255 0.8309 4.4166
H 0.3110 1.3418 5.8895
H -0.0383 -0.5456 3.8536
H 0.6998 -1.0088 5.4455
H 1.5082 1.3552 3.4182
H 2.5236 -0.0191 4.0610
H 3.5550 3.0544 5.8877
H 3.1845 3.0869 4.1848
H 4.0667 1.7327 4.8064
C 2.8289 -3.9808 -1.1816
O 2.7939 -3.1945 -2.3950
C 2.6552 -4.0922 -3.5546
C 3.2591 -3.2912 -4.7736
N 2.3885 -2.0817 -4.7881
C 2.9004 -1.0047 -5.5294
C 2.0793 0.3310 -5.3009
O 1.6641 0.3457 -3.9286
C 1.0125 1.6145 -3.6321
H 1.8985 -4.4685 -0.8909
H 2.8693 -3.2821 -0.3460
H 3.6741 -4.6627 -1.0890
H 1.6219 -4.4202 -3.6678
H 3.2632 -4.9827 -3.3953
H 3.2802 -3.9505 -5.6414
H 4.3317 -3.1684 -4.6236
H 1.7333 -2.3715 -5.5000
H 3.0308 -1.0966 -6.6076
H 3.9359 -0.8242 -5.2409
H 1.2876 0.3596 -6.0495
H 2.5893 1.2426 -5.6122
H 0.3520 2.0327 -4.3917
H 1.8283 2.3034 -3.4132
H 0.5340 1.4170 -2.6729
C 6.0443 1.1463 0.7592
O 7.0023 2.0527 1.2969
C 6.5900 2.3799 2.7095
C 7.7878 2.8739 3.5316
N 7.3755 3.1812 4.8944
C 8.6105 3.4987 5.7061
C 8.3323 4.2351 6.9899
O 8.1432 3.1500 8.0073
C 7.4413 3.4637 9.1712
H 5.3595 1.8292 0.2563
H 5.3627 0.5641 1.3793
H 6.3060 0.5162 -0.0909
H 6.1287 1.5234 3.2012
H 5.7346 3.0506 2.6293
H 8.1263 3.8295 3.1311
H 8.7062 2.3030 3.3947
H 7.0367 2.3121 5.2818
H 9.3812 4.0980 5.2215
H 9.2363 2.6409 5.9525
H 7.4674 4.8833 6.8487
H 9.2223 4.8266 7.2044
H 7.9158 4.2648 9.7380
H 7.2121 2.5364 9.6962
H 6.5693 3.8468 8.6411
C -9.3703 -5.4605 -0.8849
O -9.1812 -4.6770 0.3075
C -9.6745 -3.3003 0.2464
C -8.7028 -2.4223 -0.6103
N -7.2772 -2.6617 -0.1782
C -6.3881 -2.0661 -1.1875
C -6.1946 -2.7706 -2.5212
O -7.0690 -2.4070 -3.5776
C -6.5839 -2.7281 -4.8958
H -8.6458 -4.9978 -1.5550
H -10.3703 -5.3520 -1.3048
H -9.1576 -6.5233 -0.7696
H -9.8812 -2.9198 1.2467
H -10.6574 -3.4523 -0.1997
H -9.0103 -1.3767 -0.5949
H -8.8119 -2.8470 -1.6082
H -7.2952 -3.6593 -0.0214
H -5.3836 -2.0249 -0.7664
H -6.7270 -1.0459 -1.3675
H -6.1107 -3.8519 -2.4127
H -5.2024 -2.5320 -2.9044
H -6.5092 -3.8038 -5.0551
H -5.6785 -2.1763 -5.1485
H -7.2660 -2.3798 -5.6714
C 6.6393 4.2907 -4.7712
C 6.4575 3.2191 -3.6726
C 5.2437 3.3712 -2.6890
O 5.1813 4.5953 -1.9759
C 6.2968 4.7932 -1.1383
N 6.4572 1.8913 -4.3513
H 5.6982 4.4405 -5.3002
H 7.4498 4.0092 -5.4436
H 6.8949 5.1800 -4.1952
H 7.3880 3.1758 -3.1066
H 5.2416 2.5355 -1.9892
H 4.2588 3.4746 -3.1444
H 6.1625 5.4384 -0.2702
H 6.9956 5.2854 -1.8147
H 6.7557 3.8633 -0.8025
H 7.3828 1.5147 -4.2050
H 5.8770 1.2022 -3.8945
*
```